Record 1
Density functional theory data (the ωB97M-V functional and the def2-TZVPD basis) for 2 unconnected molecules or ions with the total composition C6H16O in a non-equilibrium geometry.

The geometry in ORCA input format:
```
! wB97M-V def2-TZVPD RIJCOSX def2/J DEFGRID3
* xyz -1 2
O -0.5272 -0.3535 -0.5803
C 2.1461 -0.0480 2.5228
C -1.5367 1.2202 -2.0996
C 2.1227 0.1227 0.9946
C 2.1335 -1.2307 0.2966
C -1.7566 -0.0249 -1.2189
C -2.6852 0.2530 0.0028
H 2.7717 -0.8587 2.8738
H -3.5792 0.7395 -0.3823
H -2.2067 -0.8500 -1.7954
H 1.1600 0.6186 0.8078
H -2.2415 2.0109 -1.8741
H 0.2554 -0.0237 -1.0588
H 2.9368 0.8131 0.7243
H -2.9502 -0.7298 0.4243
H 2.3805 -2.0796 0.9630
H 1.0971 -1.5252 -0.0067
H -0.6131 1.6993 -1.7499
H 2.6538 -1.4374 -0.6289
H -2.1998 0.7903 0.7999
H -1.4511 1.1241 -3.1910
H 1.1289 -0.2554 2.8838
H 2.2926 0.9681 2.9127
*
```

Expectation value of S²: 0.75

Atomic partial charges in e from the Löwdin method, atoms 1 to 8: number 1, O, carries -0.1604; number 2, C, carries -0.1587; number 3, C, carries -0.3179; number 4, C, carries -0.3675; number 5, C, carries -0.1825; number 6, C, carries -0.4978; number 7, C, carries -0.1616; number 8, H, carries 0.0542

=====

Record 2
Density functional theory data (the ωB97M-V functional and the def2-TZVPD basis) for C4H4O3 in the gas phase in a non-equilibrium geometry.

The geometry in ORCA input format:
```
! wB97M-V def2-TZVPD RIJCOSX def2/J DEFGRID3
* xyz 0 1
O 1.2378 0.4194 -0.7907
O 0.3504 -0.6763 2.3482
O -0.1818 -1.6161 -0.1451
C 0.5800 -0.3230 1.2321
C -0.3303 -0.4082 0.0210
C -1.3969 0.4299 -0.6279
C 1.8590 0.1149 0.2134
H 2.9566 0.2728 0.1021
H -2.2956 0.1838 -0.0628
H -1.5252 0.0854 -1.6610
H -1.2540 1.5173 -0.6294
*
```

SMILES: CC(=O)C(=O)C=O

Atomic partial charges in e from the Löwdin method, atoms 1 to 8: number 1, O, carries 0.0499; number 2, O, carries 0.1382; number 3, O, carries 0.0940; number 4, C, carries -0.2368; number 5, C, carries -0.4740; number 6, C, carries 0.0135; number 7, C, carries -0.0021; number 8, H, carries 0.1343

=====

Electronic energy
In order: -8526.6191; -10352.0362
Unit: eV